12
Properties=species:S:1:pos:R:3:forces:R:3:lowdin_spin:R:1 method="wB97M-V/def2-TZVPD" e_tot_ha=-666.38621 spin_multiplicity=3 s2=2.029
C -0.121912 -0.894119 -0.209460 0.4 0.6 -2.9 0.11
C -0.322620 1.492139 0.086174 0.4 -0.7 -1.5 0.00
C -1.123160 0.203022 -0.136456 -1.2 -0.7 -1.4 0.01
O 3.148353 -1.986239 -0.658190 -0.6 1.6 -0.4 0.71
O 0.072556 -1.790740 0.647057 -0.5 -0.5 2.9 0.01
S 2.671721 -0.605984 -1.077130 0.7 -1.6 0.4 1.13
H -0.624624 2.264567 -0.702508 0.7 -0.8 1.6 0.00
H -0.400444 1.749195 1.125886 -0.1 0.8 0.2 0.00
H 0.718540 1.089717 -0.065821 -0.6 1.4 -0.1 0.00
H -1.910889 -0.032282 0.545828 -0.7 0.2 1.3 0.00
H -1.720114 0.244626 -1.123583 1.4 -0.2 1.2 0.00
H -0.387407 -1.733902 1.568203 0.1 0.1 -1.4 0.01